Formula: C6H12O
Source: OMol25
Level of theory: ωB97M-V with the def2-TZVPD basis set

Its HOMO energy is -8.48 eV. The calculation puts the energy above the lowest of the compared OMol25 structures with the same formula, charge and spin at 50.6 kcal per mole. As for the spin multiplicity: 1. The value obtained for the total energy is -8462.1593 eV. As for the SMILES: C=CC(=C)CC.O. The frontier orbital gap comes out at 9.0647 eV.

CARTESIAN COORDINATES (ANGSTROEM)
C -0.29 2.59 -0.43
C 0.11 1.38 -0.86
C 0.83 0.42 -0.01
C 1.20 0.64 1.26
C 1.22 -0.93 -0.60
C -0.02 -1.65 -1.23
H -1.18 3.07 -0.82
H 0.15 2.95 0.49
H 0.01 1.00 -1.88
H 0.77 1.51 1.75
H 1.77 -0.03 1.88
H 1.48 -1.67 0.16
H 2.02 -0.81 -1.33
H -0.72 -1.91 -0.44
H -0.57 -0.98 -1.88
H 0.28 -2.58 -1.69
O -2.25 -1.25 1.56
H -1.75 -1.03 2.36
H -3.04 -0.73 1.71